# C43H92N2O27

A cluster of 11 separate species, C43H92N2O27 in total (the ωB97M-V functional and the def2-TZVPD basis, OMol25).

Frontier orbital gap, eV: 9.2
HOMO energy, eV: -9.164
E_LUMO, Eh: 0.002
SMILES: COC(=O)OC.COC(=O)OC.COC(=O)OC.COC(=O)OC.COC(=O)OC.COCCOCCOC.COCCOCCOC.COCCOCCOC.COCCOCCOC.CC#N.CC#N
DFT total energy, eV: -104329.222
Molecular weight, g mol⁻¹: 1069.20

ORCA input file:
```
! wB97M-V def2-TZVPD RIJCOSX def2/J DEFGRID3
* xyz 0 1
C -35.50 24.39 16.47
O -34.79 24.55 15.25
C -34.15 25.79 14.98
O -33.85 26.63 15.87
O -33.49 25.70 13.78
C -32.55 26.71 13.32
H -34.72 24.59 17.21
H -36.01 23.43 16.59
H -36.25 25.17 16.46
H -33.08 27.59 12.95
H -32.00 26.30 12.47
H -31.97 27.11 14.15
C -37.37 16.45 9.16
O -36.08 16.63 9.60
C -35.10 17.37 8.94
O -35.29 17.90 7.81
O -34.01 17.48 9.64
C -32.94 18.34 9.12
H -37.47 15.50 8.63
H -37.81 17.16 8.46
H -38.14 16.23 9.89
H -33.27 19.37 9.01
H -32.59 18.08 8.12
H -32.13 18.29 9.85
C -40.60 31.01 7.19
O -41.67 31.05 8.20
C -41.47 31.76 9.32
O -40.38 32.37 9.59
O -42.63 31.74 10.07
C -42.69 32.27 11.41
H -39.60 31.25 7.55
H -40.75 31.59 6.28
H -40.54 30.03 6.70
H -43.73 32.55 11.57
H -42.16 33.22 11.46
H -42.41 31.55 12.18
C -30.35 28.42 -1.11
O -28.99 28.49 -1.58
C -28.77 28.77 -2.94
O -29.65 28.97 -3.81
O -27.47 28.65 -3.15
C -27.06 28.96 -4.46
H -30.91 29.34 -1.27
H -30.42 28.10 -0.07
H -30.80 27.59 -1.67
H -25.99 28.82 -4.62
H -27.23 30.00 -4.77
H -27.57 28.29 -5.14
C -33.34 19.16 -4.40
O -32.06 19.62 -4.59
C -31.80 20.93 -4.70
O -32.67 21.77 -4.74
O -30.44 21.25 -4.75
C -29.34 20.45 -4.24
H -33.49 19.05 -3.33
H -33.48 18.15 -4.80
H -34.13 19.87 -4.68
H -29.34 19.57 -4.89
H -29.49 20.22 -3.18
H -28.43 21.02 -4.39
C -38.16 7.41 1.71
O -37.00 8.00 1.29
C -37.05 9.38 1.50
C -35.75 9.79 0.77
O -35.34 11.16 0.94
C -34.24 11.65 0.15
C -33.84 13.14 0.51
O -33.26 13.25 1.80
C -34.12 13.00 2.88
H -38.77 7.29 0.81
H -38.80 7.93 2.42
H -38.06 6.40 2.09
H -37.06 9.75 2.52
H -37.90 9.71 0.90
H -35.87 9.63 -0.30
H -34.85 9.20 0.94
H -34.66 11.45 -0.83
H -33.38 10.99 0.27
H -34.70 13.81 0.46
H -33.08 13.53 -0.16
H -34.19 11.95 3.15
H -35.14 13.38 2.88
H -33.60 13.48 3.72
C -32.42 38.67 3.87
O -33.50 38.29 3.01
C -33.12 37.32 2.01
C -34.45 36.79 1.51
O -34.96 36.02 2.59
C -36.14 35.25 2.28
C -36.17 34.37 0.98
O -36.82 33.07 1.35
C -36.94 32.20 0.21
H -32.41 38.04 4.76
H -32.78 39.60 4.31
H -31.47 39.02 3.45
H -32.51 36.55 2.49
H -32.68 37.94 1.23
H -34.21 36.30 0.57
H -35.12 37.62 1.32
H -37.03 35.87 2.39
H -36.33 34.54 3.08
H -35.15 34.23 0.63
H -36.77 34.79 0.17
H -37.50 32.74 -0.55
H -37.44 31.34 0.67
H -35.90 31.95 -0.01
C -32.55 29.10 4.82
O -33.39 28.29 5.72
C -33.11 26.90 5.72
C -33.99 26.43 4.48
O -33.47 25.23 3.82
C -33.09 24.12 4.70
C -32.77 22.98 3.76
O -31.41 23.17 3.30
C -30.79 21.96 2.94
H -32.67 28.86 3.76
H -31.52 28.87 5.11
H -32.73 30.17 4.95
H -33.57 26.34 6.54
H -32.04 26.67 5.71
H -34.36 27.18 3.78
H -35.00 26.17 4.80
H -33.88 23.97 5.43
H -32.17 24.32 5.25
H -33.51 22.80 2.98
H -32.76 22.02 4.27
H -30.59 21.45 3.88
H -29.80 22.12 2.51
H -31.37 21.29 2.29
C -24.27 15.56 9.71
O -24.00 14.21 10.03
C -23.15 13.52 9.06
C -23.88 13.01 7.83
O -23.95 13.79 6.70
C -22.94 13.47 5.74
C -22.78 14.39 4.57
O -23.87 14.31 3.68
C -24.26 15.59 3.19
H -25.14 15.54 9.05
H -23.48 16.16 9.25
H -24.53 16.25 10.52
H -22.50 12.77 9.51
H -22.36 14.21 8.74
H -24.90 12.81 8.15
H -23.46 12.04 7.54
H -23.15 12.48 5.34
H -21.96 13.29 6.18
H -21.83 14.13 4.09
H -22.60 15.39 4.95
H -24.57 16.24 4.01
H -24.98 15.43 2.38
H -23.32 16.06 2.91
C -24.57 19.09 6.60
C -23.17 19.36 6.66
N -22.01 19.59 6.75
H -25.08 19.32 7.54
H -24.64 18.07 6.23
H -24.92 19.77 5.83
C -26.25 24.91 1.71
C -26.54 26.11 2.43
N -26.88 27.04 3.06
H -25.21 24.66 1.50
H -26.75 24.89 0.74
H -26.74 24.18 2.36
*
```

=====

# C6H13O3Tl

A structure of composition C6H13O3Tl (the ωB97M-V functional and the def2-TZVPD basis, OMol25).

Frontier orbital gap, eV: 7.7
HOMO energy, eV: -7.192
E_LUMO, Eh: 0.018
DFT total energy, eV: -17265.473
ΔE to the lowest compared entry with this formula, charge and spin, eV: 0.000
Molecular weight, g mol⁻¹: 337.55

ORCA input file:
```
! wB97M-V def2-TZVPD RIJCOSX def2/J DEFGRID3
* xyz 0 1
H 1.89 -0.49 2.33
C 0.97 0.11 2.33
H 2.60 0.26 0.27
H 1.06 0.89 3.10
H 0.12 -0.55 2.57
C 1.89 1.11 0.38
H 2.41 1.88 0.98
O 0.73 0.67 1.07
C 1.48 1.63 -0.99
H 2.44 1.83 -1.53
H 1.02 0.75 -1.51
O 0.62 2.69 -0.99
C -2.46 0.41 -1.32
H -3.37 0.96 -1.08
O -0.92 -1.37 -1.12
C -1.93 -0.62 -0.63
C -0.79 -2.69 -0.62
H -0.26 -2.67 0.34
H -0.22 -3.25 -1.37
H -2.43 -1.00 0.28
H -1.78 -3.14 -0.47
Tl -0.98 1.96 0.29
H -2.09 0.63 -2.32
*
```

=====

# C29H38ClF5LuO9SSi

A structure of composition C29H38ClF5LuO9SSi (the ωB97M-V functional and the def2-TZVPD basis, OMol25).

Frontier orbital gap, eV: 2.5
HOMO energy, eV: -1.568
E_LUMO, Eh: 0.033
DFT total energy, eV: -127567.983
Molecular weight, g mol⁻¹: 896.18

ORCA input file:
```
! wB97M-V def2-TZVPD RIJCOSX def2/J DEFGRID3
* xyz -1 1
Lu 0.17 -1.68 0.09
O 2.92 -2.51 -3.08
C 2.25 -2.38 -1.94
O 1.30 -1.53 -1.88
C 2.55 -3.35 -0.88
O 1.28 -3.62 -0.23
C 1.42 -4.39 0.97
C 0.59 -3.82 2.14
O 0.83 -4.28 3.24
O -0.10 -2.79 1.85
H 2.68 -1.71 -3.62
H 3.19 -2.82 -0.09
H 3.08 -4.25 -1.26
H 2.49 -4.42 1.26
H 0.99 -5.40 0.78
C -1.28 1.00 1.87
C -1.69 1.09 0.38
C -3.10 1.76 0.24
C -0.71 1.82 -0.46
O -1.69 -0.34 -0.09
Si -2.95 -1.21 -0.78
S -1.84 -2.92 -1.39
O -3.68 -0.56 -2.02
C -4.20 -0.47 -3.37
C -3.38 -1.43 -4.17
C -5.67 -0.91 -3.37
C -4.09 1.00 -3.89
O -4.11 -1.53 0.31
C -4.51 -2.51 1.31
C -5.61 -1.73 2.07
C -4.91 -3.85 0.58
C -3.41 -2.75 2.34
H -1.15 2.02 2.33
H -0.30 0.53 2.05
H -2.08 0.45 2.41
H -2.98 2.66 0.82
H -3.84 1.11 0.73
H -3.31 1.99 -0.78
H -0.70 2.86 -0.12
H -1.03 1.84 -1.50
H 0.27 1.39 -0.35
H -3.38 -2.46 -3.68
H -2.35 -1.06 -4.20
H -3.75 -1.57 -5.19
H -5.78 -2.00 -3.24
H -6.21 -0.73 -4.32
H -6.19 -0.43 -2.59
H -3.13 1.20 -4.27
H -4.42 1.71 -3.13
H -4.73 1.10 -4.74
H -6.51 -1.63 1.45
H -5.23 -0.75 2.26
H -5.85 -2.28 2.98
H -5.87 -3.80 0.07
H -5.02 -4.56 1.39
H -4.16 -4.16 -0.13
H -3.18 -1.80 2.75
H -2.57 -3.21 1.84
H -3.75 -3.41 3.13
Cl 8.19 4.19 -2.93
C 7.13 5.06 -1.96
C 6.24 6.00 -2.46
C 5.22 6.58 -1.68
C 5.12 6.20 -0.33
C 6.02 5.35 0.25
C 7.11 4.78 -0.55
C 8.11 4.10 0.14
H 6.29 6.24 -3.53
H 4.53 7.33 -2.07
H 4.26 6.57 0.28
H 6.12 5.12 1.31
H 8.92 3.51 -0.29
H 8.04 4.15 1.18
F 4.45 0.91 5.65
C 3.75 0.57 4.53
C 3.17 1.55 3.74
F 3.23 2.88 4.02
C 2.47 1.14 2.58
F 1.88 2.03 1.76
C 2.30 -0.21 2.15
O 1.53 -0.49 1.08
C 2.98 -1.16 2.97
F 3.22 -2.42 2.49
C 3.65 -0.78 4.13
F 4.44 -1.72 4.64
*
```

=====

# C3H9N3O2

A structure of composition C3H9N3O2 (the ωB97M-V functional and the def2-TZVPD basis, OMol25).

Frontier orbital gap, eV: 8.8
HOMO energy, eV: -8.334
E_LUMO, Eh: 0.017
DFT total energy, eV: -11815.275
ΔE to the lowest compared entry with this formula, charge and spin, eV: 8.784
Molecular weight, g mol⁻¹: 119.12

ORCA input file:
```
! wB97M-V def2-TZVPD RIJCOSX def2/J DEFGRID3
* xyz 0 1
C -2.91 -0.70 -0.17
C 0.46 0.14 -0.31
C 1.24 -0.15 1.03
H -3.75 -1.02 0.52
H -2.86 -1.49 -1.06
H -3.34 0.34 -0.36
H -1.37 -0.14 1.41
H 1.03 0.87 1.93
H 0.70 -1.16 1.25
H 3.15 -0.94 0.46
H 0.78 1.18 -2.11
H 2.94 1.73 -1.17
N -1.64 -0.62 0.47
N -0.78 0.09 -0.59
N 1.07 1.09 -1.05
O 2.77 -0.20 1.17
O 2.49 0.99 -1.43
*
```

=====

# C3H7N3O

An isolated molecule of C3H7N3O (the ωB97M-V functional and the def2-TZVPD basis, OMol25).

Frontier orbital gap, eV: 10.1
HOMO energy, eV: -9.114
E_LUMO, Eh: 0.037
SMILES: [H]/N=C(\NO)[C@H]1CN1
DFT total energy, eV: -9738.767
ΔE to the lowest compared entry with this formula, charge and spin, eV: 4.266
Molecular weight, g mol⁻¹: 101.11

ORCA input file:
```
! wB97M-V def2-TZVPD RIJCOSX def2/J DEFGRID3
* xyz 0 1
H -1.44 -0.65 2.43
N -1.61 -0.39 1.42
C -0.54 -0.39 0.74
N 0.71 -0.72 1.35
O 1.46 -1.52 0.42
C -0.71 0.24 -0.59
C 0.15 1.45 -0.91
N 0.38 0.18 -1.51
H 0.58 -1.42 2.12
H 1.69 -0.93 -0.27
H -1.71 0.04 -0.96
H 0.88 1.74 -0.23
H -0.21 2.26 -1.49
H 0.37 0.10 -2.53
*
```

=====

# C3H10O

A cluster of 2 separate species, C3H10O in total (the ωB97M-V functional and the def2-TZVPD basis, OMol25).

Frontier orbital gap, eV: 11.3
HOMO energy, eV: -10.419
E_LUMO, Eh: 0.033
SMILES: CCO.C
DFT total energy, eV: -5319.966
ΔE to the lowest compared entry with this formula, charge and spin, eV: 0.647
Molecular weight, g mol⁻¹: 62.11

ORCA input file:
```
! wB97M-V def2-TZVPD RIJCOSX def2/J DEFGRID3
* xyz 0 1
C 1.09 0.66 -1.08
C 0.96 0.23 0.35
O 1.91 -0.90 0.48
H 0.76 -0.03 -1.87
H 0.60 1.64 -1.23
H 2.16 0.80 -1.30
H -0.07 -0.09 0.58
H 1.26 1.04 1.01
H 1.84 -1.21 -0.43
C -3.45 0.02 0.38
H -3.17 -0.69 1.16
H -2.80 0.90 0.31
H -4.49 0.32 0.49
H -3.33 -0.53 -0.55
*
```

=====

# C3H4LiO4

A structure of composition C3H4LiO4 (the ωB97M-V functional and the def2-TZVPD basis, OMol25).

Frontier orbital gap (spin up / spin down), eV: 8.2 / 8.4
HOMO energy (spin up / spin down), eV: -8.726 / -8.953
E_LUMO (spin up / spin down), Eh: -0.021 / -0.022
DFT total energy, eV: -11570.042
⟨S²⟩: 0.75
ΔE to the lowest compared entry with this formula, charge and spin, eV: 1.035
Molecular weight, g mol⁻¹: 111.00

ORCA input file:
```
! wB97M-V def2-TZVPD RIJCOSX def2/J DEFGRID3
* xyz 0 2
C 1.19 0.25 -0.86
C 0.28 0.95 0.09
O -1.00 0.32 0.20
C -1.24 -0.42 1.37
O -0.87 -1.62 1.29
O -1.54 0.22 2.37
O 0.65 -0.60 -1.79
Li -0.52 -1.87 -0.55
H 2.21 -0.02 -0.57
H 0.07 1.96 -0.29
H 0.78 0.97 1.07
H -0.01 -0.14 -2.33
*
```

=====

# C32H42ClN8O3Ti

A structure of composition C32H42ClN8O3Ti (the ωB97M-V functional and the def2-TZVPD basis, OMol25).

Frontier orbital gap (spin up / spin down), eV: 6.2 / 7.8
HOMO energy (spin up / spin down), eV: -8.426 / -10.079
E_LUMO (spin up / spin down), Eh: -0.082 / -0.084
DFT total energy, eV: -87566.232
⟨S²⟩: 2.01
ΔE to the lowest compared entry with this formula, charge and spin, eV: 0.000
Molecular weight, g mol⁻¹: 670.06

ORCA input file:
```
! wB97M-V def2-TZVPD RIJCOSX def2/J DEFGRID3
* xyz 1 3
Ti -0.02 -0.61 0.58
N 2.27 -0.14 0.62
C 2.99 1.05 1.15
C 2.17 1.82 2.19
C 1.36 2.97 1.60
C 0.43 2.59 0.46
N -0.56 1.58 0.89
H 2.68 -0.96 1.05
H 2.47 -0.23 -0.37
H 3.22 1.71 0.31
H 3.95 0.75 1.57
H 2.84 2.22 2.95
H 1.52 1.11 2.71
H 2.05 3.73 1.22
H 0.78 3.46 2.39
H 0.99 2.17 -0.38
H -0.08 3.49 0.09
H -1.35 1.57 0.23
H -0.99 1.90 1.76
N 1.60 -2.62 2.71
C 0.63 -1.89 3.41
C 0.64 -1.96 4.80
C -0.29 -1.24 5.52
C -1.24 -0.49 4.82
C -1.17 -0.49 3.45
N -0.24 -1.14 2.73
C 1.41 -3.29 1.50
C 1.98 -4.54 1.33
C 1.82 -5.20 0.12
C 1.07 -4.59 -0.88
C 0.55 -3.35 -0.63
N 0.71 -2.68 0.53
H 2.24 -3.10 3.32
H 1.38 -2.57 5.31
H -0.30 -1.28 6.60
H -2.00 0.07 5.33
H -1.89 0.08 2.86
H 2.54 -5.00 2.14
H 2.26 -6.18 -0.03
H 0.91 -5.07 -1.83
H -0.03 -2.81 -1.38
C -4.92 -3.24 0.79
N -4.30 -2.28 -0.12
C -4.98 -1.96 -1.38
C -3.10 -1.81 0.10
N -2.03 -1.41 0.27
H -5.07 -4.19 0.29
H -5.89 -2.85 1.13
H -4.28 -3.38 1.65
H -5.12 -2.87 -1.97
H -4.38 -1.26 -1.94
H -5.96 -1.52 -1.16
N -3.37 1.48 -0.51
C -3.21 2.85 -0.75
C -3.80 3.80 0.08
C -3.55 5.15 -0.10
C -2.70 5.58 -1.12
C -2.12 4.64 -1.96
C -2.37 3.28 -1.78
H -4.24 1.21 -0.09
H -3.07 0.88 -1.27
H -4.45 3.47 0.88
H -4.02 5.87 0.55
H -2.51 6.63 -1.26
H -1.47 4.96 -2.76
H -1.93 2.55 -2.45
C 3.67 2.41 -2.83
C 3.68 0.91 -2.68
C 4.77 0.24 -2.15
C 4.75 -1.14 -2.01
Cl 6.10 -1.95 -1.27
C 3.66 -1.87 -2.44
C 2.56 -1.21 -2.98
C 2.56 0.17 -3.08
O 1.53 0.91 -3.58
C 0.25 0.34 -3.75
C -0.49 0.00 -2.44
O -1.71 -0.12 -2.48
O 0.27 -0.12 -1.41
H 4.63 2.83 -2.52
H 2.88 2.86 -2.23
H 3.48 2.70 -3.86
H 5.64 0.80 -1.82
H 3.66 -2.95 -2.35
H 1.71 -1.79 -3.30
H -0.33 1.09 -4.28
H 0.27 -0.55 -4.38
*
```